{
  "formula": "C49H55BCdClN9P2",
  "method": "ωB97M-V with the def2-TZVPD basis set",
  "symbols": ["Cd", "C", "C", "C", "C", "C", "N", "N", "B", "N", "N", "C", "C", "C", "C", "C", "N", "N", "C", "C", "C", "C", "C", "H", "H", "H", "H", "H", "H", "H", "H", "H", "H", "H", "H", "H", "H", "H", "H", "H", "H", "H", "H", "H", "H", "C", "N", "P", "C", "C", "C", "C", "C", "C", "C", "C", "C", "C", "C", "C", "P", "C", "C", "C", "C", "C", "C", "C", "C", "C", "C", "C", "C", "H", "H", "H", "H", "H", "H", "H", "H", "H", "H", "H", "H", "H", "H", "H", "H", "H", "H", "H", "H", "H", "H", "H", "N", "C", "H", "C", "C", "C", "C", "C", "C", "C", "C", "N", "H", "H", "H", "H", "H", "H", "H", "H", "H", "Cl"],
  "xyz": [[0.39336, 1.50295, 0.74360], [-1.95775, -0.92475, 2.00804], [-1.13132, -0.22859, 3.03132], [-1.28285, -0.26142, 4.43737], [-0.20258, 0.51195, 4.93624], [0.17579, 0.80056, 6.34345], [0.47172, 0.99649, 3.89558], [-0.06400, 0.48676, 2.69337], [1.92475, 1.70645, 3.76786], [2.89369, 1.01659, 2.82326], [3.15275, 1.67316, 1.66323], [4.21695, 1.08987, 1.12614], [4.54792, 1.51317, -0.23018], [4.67569, -0.00620, 1.99712], [3.77572, -0.00261, 3.06023], [3.63373, -0.98775, 4.21050], [1.65177, 3.14301, 3.27198], [0.86519, 3.35549, 2.13324], [1.11445, 4.60085, 1.68752], [0.48187, 5.32384, 0.51257], [1.96246, 5.21817, 2.58052], [2.36068, 4.23970, 3.52097], [3.33494, 4.41263, 4.60556], [-2.96642, -0.83692, 2.40927], [-1.72911, -1.97816, 2.12437], [-1.91412, -0.62895, 0.99042], [-2.10472, -0.82706, 4.90294], [-0.74147, 0.97008, 6.90260], [0.80443, 1.69326, 6.44013], [0.72388, 0.01169, 6.81558], [2.24730, 1.82226, 4.93940], [3.59313, 1.74653, -0.75752], [5.10249, 0.65236, -0.69971], [5.12800, 2.46363, -0.27850], [5.62052, -0.49827, 1.91738], [3.90490, -2.00567, 3.79775], [2.63926, -1.00106, 4.56955], [4.30730, -0.76941, 5.02612], [1.00811, 3.97236, -0.98965], [1.23933, 6.08060, 0.12859], [-0.41334, 5.93291, 0.85249], [2.18502, 6.28407, 2.58915], [4.02541, 5.24124, 4.51820], [3.95187, 3.53697, 4.71981], [2.80714, 4.52675, 5.59013], [-0.01159, -3.32392, -3.51951], [-0.21305, -2.32349, -2.48622], [-1.24852, -0.86222, -2.88965], [-2.77860, -1.70551, -3.41215], [-3.76819, -1.83697, -2.44856], [-4.77951, -2.76032, -2.57619], [-4.90301, -3.48688, -3.77059], [-3.94617, -3.24670, -4.76845], [-2.88334, -2.35032, -4.65391], [-0.68019, -0.20024, -4.38268], [0.69573, -0.01237, -4.66832], [1.15101, 0.51993, -5.84912], [0.18245, 0.97680, -6.74011], [-1.13770, 0.99598, -6.41158], [-1.59098, 0.47316, -5.20444], [0.67074, -2.34411, -0.94404], [2.43238, -2.72945, -1.26865], [2.87691, -4.06881, -1.22687], [4.21363, -4.33664, -1.44957], [5.10293, -3.38516, -1.96912], [4.68614, -2.03348, -1.85079], [3.39079, -1.72353, -1.49369], [0.13105, -3.86867, -0.13062], [-0.95864, -4.61486, -0.56149], [-1.56665, -5.57878, 0.29497], [-0.98866, -5.96952, 1.47649], [0.16096, -5.29254, 1.89689], [0.79929, -4.40672, 1.05476], [1.05133, -3.63507, -3.49356], [-0.29640, -2.86888, -4.46393], [-0.61846, -4.24694, -3.36948], [-3.69991, -1.28208, -1.52391], [-5.46423, -2.91443, -1.77147], [-5.66076, -4.26335, -3.83855], [-4.07272, -3.71508, -5.76944], [-2.29354, -2.11347, -5.56158], [1.47447, -0.32453, -3.98984], [2.18208, 0.64893, -6.08772], [0.45004, 1.33927, -7.71940], [-1.86439, 1.45151, -7.08474], [-2.62940, 0.53348, -4.95318], [2.09699, -4.81285, -1.06031], [4.51509, -5.40471, -1.34901], [6.13439, -3.63136, -2.25614], [5.30488, -1.18385, -2.05780], [3.07971, -0.66930, -1.48078], [-1.27609, -4.53135, -1.63929], [-2.42216, -6.11957, -0.09541], [-1.37770, -6.77003, 2.12423], [0.60743, -5.51185, 2.87704], [1.76744, -4.07692, 1.38357], [0.11883, 4.39589, -0.64842], [-0.86944, 3.26265, -0.24145], [-0.27170, 5.01733, -1.37569], [-2.35764, 3.25717, 2.39567], [-3.31635, 2.57104, 1.39168], [-4.37326, 1.74345, 1.87334], [-5.34403, 1.25916, 0.98882], [-5.20934, 1.60496, -0.38588], [-4.18092, 2.38288, -0.88049], [-4.02309, 2.69724, -2.32261], [-3.14597, 2.79806, 0.00634], [-2.04741, 3.55792, -0.52565], [-1.48319, 2.70154, 2.66057], [-2.84672, 3.46927, 3.35389], [-2.06358, 4.23280, 2.06684], [-4.33456, 1.47373, 2.95249], [-6.16090, 0.62971, 1.34299], [-5.88914, 1.21665, -1.11897], [-4.82380, 2.35494, -3.00638], [-3.07657, 2.20951, -2.69812], [-3.85881, 3.81586, -2.44455], [1.11646, 1.37645, -1.57846]],
  "mulliken_charge": [2.410, -1.336, 0.568, -1.256, 0.673, -1.660, 0.832, -0.082, -1.227, 1.758, -0.940, 0.451, -0.612, -1.232, 0.548, -1.393, -0.706, 0.811, 2.715, -2.724, -2.669, 1.911, -1.568, 0.345, 0.299, 0.006, 0.352, 0.431, 0.227, 0.289, -0.217, 0.102, 0.160, 0.270, 0.401, 0.381, 0.255, 0.254, -0.435, 0.118, -0.034, -0.419, 0.378, 0.291, 0.259, -1.111, 0.104, 0.921, 0.514, -0.586, -0.453, -0.682, -0.434, -0.420, 0.287, -0.466, -0.762, -0.367, -0.653, -1.070, 1.072, 0.095, -0.423, -0.560, -1.114, -0.474, -0.154, 0.073, 0.232, -0.681, -0.496, -0.590, -0.726, 0.293, 0.503, 0.171, 0.403, 0.467, 0.353, 0.285, 0.273, 0.499, 0.504, 0.338, 0.358, 0.431, 0.410, 0.289, 0.285, 0.342, 0.176, -0.181, 0.379, 0.277, 0.332, 0.505, 2.949, -1.715, 0.322, -1.660, 1.301, -0.525, -0.914, -0.595, 0.900, -1.291, -0.152, -0.036, 0.149, 0.501, 0.297, 0.359, 0.352, 0.387, 0.390, 0.063, 0.370, -1.202],
  "e_lumo_ev": [3.76, 3.81],
  "relative_energy_ev": 0.0000,
  "homo_ev": [1.43, 1.76],
  "charge": -2,
  "spin_multiplicity": 1,
  "homo_lumo_gap_ha": [0.0856, 0.0754]
}



{
  "formula": "C49H55ClF5N3O22PS",
  "method": "ωB97M-V with the def2-TZVPD basis set",
  "symbols": ["C", "C", "C", "C", "C", "S", "O", "C", "C", "C", "C", "C", "C", "C", "C", "Cl", "C", "C", "C", "C", "C", "C", "C", "N", "C", "C", "O", "C", "F", "F", "C", "F", "F", "F", "N", "C", "O", "O", "P", "N", "O", "O", "H", "H", "H", "H", "H", "H", "H", "H", "H", "H", "H", "H", "H", "H", "H", "H", "H", "H", "H", "H", "H", "H", "H", "H", "H", "H", "H", "H", "H", "H", "H", "H", "H", "H", "H", "H", "H", "H", "H", "C", "C", "C", "O", "C", "C", "C", "O", "O", "O", "H", "H", "H", "H", "C", "C", "C", "O", "C", "C", "C", "O", "O", "O", "H", "H", "H", "H", "C", "C", "C", "O", "C", "C", "C", "O", "O", "O", "H", "H", "H", "H", "C", "C", "C", "O", "C", "C", "C", "O", "O", "O", "H", "H", "H", "H"],
  "xyz": [[-3.29000, -4.52194, 3.58496], [-3.98918, -3.18054, 3.38843], [-3.15169, -1.92017, 3.68340], [-1.94646, -1.79999, 2.74865], [-2.36736, -1.26756, 1.38938], [-3.18058, 0.36235, 1.20292], [-1.33790, -1.44832, 0.47467], [0.03404, -1.05773, 0.64603], [0.81168, -2.36175, 0.34014], [0.11778, -3.56697, 0.34967], [0.73830, -4.76409, 0.02428], [2.07133, -4.78084, -0.34009], [2.76449, -3.58725, -0.39347], [2.14722, -2.39469, -0.06220], [0.13899, -0.04376, -0.58184], [1.72585, 0.65574, -0.97447], [-0.38319, -0.69046, -1.90265], [-1.78353, -0.27247, -2.36470], [0.27309, -0.41017, 2.14768], [-0.06875, 1.11177, 2.17156], [0.66348, 2.17348, 1.33353], [0.63307, 3.51454, 2.07899], [1.20436, 4.64310, 1.20929], [2.56292, 5.05229, 1.60321], [3.61906, 4.20814, 1.25030], [3.70499, 3.72767, -0.18100], [4.47721, 3.91756, 2.05534], [1.82298, -0.50569, 2.52421], [2.43770, -0.08854, 1.39225], [2.23109, -1.76623, 2.75685], [2.51905, 0.41953, 3.65998], [3.07454, 1.49484, 3.07095], [3.47170, -0.30380, 4.26299], [1.67444, 0.87364, 4.60556], [-0.66181, -1.11941, 3.30148], [-1.05297, -0.18451, 4.43917], [-2.07202, 0.68720, 4.03903], [-1.78131, 1.91956, 4.73161], [0.15380, -2.55815, 4.25323], [0.63530, -3.78275, 3.49739], [1.14083, -1.67505, 5.11244], [-0.92303, -2.90967, 5.36874], [-2.36546, -4.63741, 3.01499], [-3.94606, -5.32882, 3.25456], [-3.09838, -4.71613, 4.64518], [-4.45632, -3.11810, 2.40590], [-4.81428, -3.13609, 4.10556], [-3.80027, -1.04971, 3.55266], [-2.91959, -1.92731, 4.74033], [-1.62517, -2.80967, 2.48497], [-3.13979, -1.96796, 1.07685], [-4.42438, -0.11548, 1.29471], [-0.93405, -3.60827, 0.59485], [0.16883, -5.68436, 0.05463], [2.56465, -5.70942, -0.59402], [3.80286, -3.57054, -0.69842], [2.73344, -1.49877, -0.13168], [-0.54170, 0.77069, -0.33845], [0.31408, -0.36830, -2.67714], [-0.29608, -1.77507, -1.88266], [-1.98285, 0.78146, -2.17423], [-1.86694, -0.47577, -3.43292], [-2.53831, -0.87574, -1.86760], [-1.12352, 1.20784, 1.93125], [0.00124, 1.45888, 3.19440], [1.68818, 1.94978, 1.06525], [0.14002, 2.34849, 0.39170], [-0.41176, 3.74786, 2.30705], [1.20340, 3.43708, 3.00681], [0.55344, 5.51927, 1.24416], [1.23225, 4.34478, 0.16206], [2.60716, 5.12273, 2.61700], [2.95301, 4.13827, -0.84942], [3.60453, 2.63987, -0.19117], [4.69983, 3.96982, -0.54983], [-0.19123, 0.35138, 4.79762], [-1.39123, -0.80324, 5.26503], [-2.64120, 2.09517, 5.14016], [0.62005, -3.80217, 2.48588], [1.22398, -1.97630, 6.02737], [-1.20088, -3.82957, 5.21728], [6.89202, -0.25585, -2.98041], [5.66485, 0.10691, -2.58780], [5.11478, 1.49816, -2.82451], [3.98068, 1.69922, -2.41823], [5.94013, 2.47424, -3.48854], [7.17248, 2.11510, -3.88393], [7.72128, 0.71922, -3.65941], [8.84324, 0.50713, -4.07414], [8.01499, 2.92194, -4.49583], [4.81312, -0.69993, -1.96790], [7.29278, -1.24611, -2.81722], [5.54291, 3.46713, -3.64441], [8.82532, 2.40104, -4.66741], [3.99725, -0.17677, -1.83240], [-4.14174, -4.32895, -4.30164], [-3.84026, -3.86610, -3.08235], [-4.83880, -3.86566, -1.94379], [-4.43413, -3.42800, -0.87073], [-6.16654, -4.35629, -2.17135], [-6.48036, -4.81477, -3.39700], [-5.47732, -4.83362, -4.53812], [-5.88293, -5.27212, -5.59636], [-7.66285, -5.28062, -3.72342], [-2.65684, -3.36651, -2.74459], [-3.44135, -4.33076, -5.12580], [-6.87649, -4.34006, -1.35655], [-7.61197, -5.54498, -4.66529], [-2.73122, -3.11432, -1.80283], [-0.12179, 9.00929, 5.04225], [0.60873, 8.15319, 4.31747], [1.99389, 7.71063, 4.73427], [2.53839, 6.89733, 4.00557], [2.57190, 8.25996, 5.93521], [1.84739, 9.12565, 6.66206], [0.44493, 9.54274, 6.26473], [-0.12199, 10.31646, 7.01092], [2.26947, 9.68650, 7.77811], [0.21157, 7.60789, 3.17560], [-1.11281, 9.32816, 4.75235], [3.56942, 7.95214, 6.21468], [1.54397, 10.26267, 8.09185], [0.96965, 7.06778, 2.87099], [-1.29484, -3.30581, -8.44527], [-1.08039, -2.39513, -9.40808], [-2.21045, -1.78350, -10.21489], [-1.88725, -0.95549, -11.04493], [-3.56641, -2.21172, -9.95272], [-3.77926, -3.12474, -8.99415], [-2.64992, -3.71611, -8.17605], [-2.98544, -4.52091, -7.32224], [-4.97147, -3.59034, -8.66394], [0.11047, -1.94176, -9.74509], [-0.49541, -3.74531, -7.86590], [-4.36488, -1.78125, -10.53998], [-4.83401, -4.23968, -7.94376], [-0.03751, -1.29539, -10.46568]],
  "mulliken_charge": [-1.218, -0.736, -1.128, 0.893, -0.514, -0.307, -0.344, -0.700, 2.197, -1.548, -0.160, -1.230, -0.977, -0.482, 0.095, 0.435, -0.988, -1.080, 0.987, -0.924, -1.035, -0.627, -1.549, 0.017, 0.489, -0.489, -0.624, -0.047, 0.148, -0.389, 0.372, -0.131, -0.281, -0.256, 0.576, -1.284, -0.108, -0.377, 1.097, -0.884, -0.511, -0.608, 0.270, 0.468, 0.248, 0.328, 0.577, 0.582, 0.573, -0.092, 0.799, 0.295, 0.280, 0.513, 0.398, 0.532, 0.419, 0.455, 0.741, 0.198, 0.309, 0.445, 0.054, 0.294, 0.843, -0.491, 0.996, 0.404, 0.479, 0.370, 0.339, 0.289, 0.327, -0.293, 0.464, 0.464, 1.053, 0.340, 0.318, 0.384, 0.402, -0.934, 0.237, 0.852, -0.450, -1.041, 0.246, 1.084, -0.609, -0.581, -0.505, 0.462, 0.505, 0.380, 0.354, -0.961, 0.255, 0.894, -0.404, -1.315, 0.341, 1.127, -0.655, -0.567, -0.506, 0.729, 0.465, 0.376, 0.143, -0.972, 0.311, 1.022, -0.495, -1.145, 0.335, 1.083, -0.613, -0.565, -0.593, 0.448, 0.460, 0.378, 0.312, -1.158, 0.376, 1.051, -0.619, -0.964, 0.324, 1.147, -0.633, -0.579, -0.579, 0.456, 0.441, 0.322, 0.381],
  "e_lumo_ev": -3.30,
  "homo_ev": -10.99,
  "charge": 1,
  "spin_multiplicity": 1,
  "homo_lumo_gap_ha": 0.2824
}